[1]
This record from OMol25 describes a structure of composition C22H27CrN4O. The level of theory is wB97M-V/def2-TZVPD.

```
! wB97M-V def2-TZVPD RIJCOSX def2/J DEFGRID3
* xyz 2 2
Cr -0.030 0.060 -0.268
C -2.419 0.506 1.469
C -1.561 1.505 2.250
C -0.839 2.507 1.386
C -0.866 3.849 1.754
C -0.244 4.798 0.960
C 0.388 4.366 -0.196
C 0.392 3.015 -0.482
N -0.194 2.089 0.287
N -1.652 -0.607 0.897
C -1.160 -1.506 1.961
C 0.235 -1.117 2.362
C 0.834 -1.533 3.540
C 2.125 -1.113 3.829
C 2.769 -0.280 2.921
C 2.115 0.068 1.754
N 0.872 -0.343 1.468
C -2.483 -1.370 -0.047
C -1.592 -2.275 -0.858
C -2.060 -3.408 -1.504
C -1.163 -4.190 -2.220
C 0.174 -3.821 -2.233
C 0.561 -2.678 -1.553
N -0.303 -1.902 -0.898
H -3.197 0.108 2.133
H -2.916 1.041 0.653
H -2.226 2.059 2.913
H -0.845 0.990 2.895
H -1.382 4.148 2.651
H -0.265 5.840 1.232
H 0.868 5.064 -0.860
H 0.870 2.645 -1.376
H -1.834 -1.501 2.826
H -1.124 -2.533 1.578
H 0.297 -2.177 4.219
H 2.612 -1.422 4.741
H 3.763 0.087 3.115
H 2.586 0.709 1.015
H -3.255 -1.952 0.476
H -2.992 -0.673 -0.726
H -3.107 -3.669 -1.455
H -1.498 -5.073 -2.742
H 0.906 -4.407 -2.765
H 1.597 -2.369 -1.524
C 2.600 0.199 -2.573
C 1.123 0.233 -2.997
C 0.901 1.235 -4.136
O 0.377 0.536 -1.882
H 3.219 -0.220 -3.359
H 2.711 -0.400 -1.665
H 2.944 1.212 -2.369
H 0.812 -0.769 -3.351
H 1.181 2.237 -3.815
H -0.141 1.244 -4.447
H 1.517 0.955 -4.986
*
```

The calculation puts the energy at -2192.789075 Eh. Its molar mass is 415.5 g/mol. The HOMO energy (alpha / beta) comes out at -0.572 / -0.560 hartree. The energy relative to the best compared isomer or geometry (same formula, charge and spin) is 4.79 kcal/mol. The expectation value of S² is 0.780.

=====

[2]
This record from OMol25 describes a cluster of 3 separate species, C22H27F16N2O4 in total. The level of theory is wB97M-V/def2-TZVPD.

```
! wB97M-V def2-TZVPD RIJCOSX def2/J DEFGRID3
* xyz -1 1
C 7.102 0.220 4.572
C 7.898 1.498 4.257
C 7.016 2.743 4.072
N 6.101 2.940 5.209
C 4.695 2.986 4.872
C 3.881 3.166 6.160
C 2.441 3.666 5.952
C 1.813 3.358 4.599
N 1.295 1.983 4.483
C 1.424 0.937 5.318
C 0.730 -0.090 4.770
C 0.167 0.361 3.586
C 0.535 1.659 3.419
C 6.319 2.711 2.687
O 5.882 1.601 2.251
O 6.247 3.815 2.099
H 7.565 -0.634 4.088
H 6.080 0.303 4.216
H 7.078 0.063 5.653
H 8.587 1.716 5.080
H 8.510 1.368 3.369
H 7.714 3.582 4.034
H 6.288 2.272 5.944
H 4.484 3.844 4.243
H 4.335 2.072 4.390
H 3.931 2.268 6.775
H 4.411 3.929 6.735
H 2.326 4.724 6.165
H 1.812 3.165 6.691
H 2.443 3.605 3.751
H 0.936 4.001 4.509
H 1.971 0.976 6.238
H 0.631 -1.060 5.221
H -0.463 -0.181 2.903
H 0.299 2.340 2.630
C -1.336 -2.727 -1.231
C -1.546 -1.910 0.061
C -2.990 -1.729 0.550
F -3.766 -1.101 -0.355
F -3.010 -0.974 1.671
F -0.924 -0.722 -0.073
F -0.886 -2.582 1.043
O -1.159 -2.044 -2.472
C -2.210 -1.629 -3.255
C -2.287 -0.102 -3.378
F -2.377 0.490 -2.178
F -3.395 0.226 -4.088
F -3.378 -2.170 -2.854
F -1.978 -2.108 -4.503
H -0.376 -3.221 -1.083
H -2.066 -3.532 -1.321
H -3.438 -2.699 0.787
H -1.403 0.285 -3.888
C -4.761 -2.311 -6.469
C -4.781 -1.080 -7.399
C -6.050 -0.223 -7.440
F -7.130 -0.909 -7.856
F -5.863 0.797 -8.312
F -4.419 -1.458 -8.646
F -3.802 -0.254 -6.939
O -5.011 -3.608 -7.012
C -6.280 -4.121 -7.177
C -6.634 -4.353 -8.651
F -6.517 -3.227 -9.374
F -7.918 -4.773 -8.740
F -7.203 -3.378 -6.539
F -6.287 -5.337 -6.583
H -3.727 -2.379 -6.136
H -5.344 -2.139 -5.564
H -6.255 0.202 -6.454
H -5.977 -5.111 -9.081
*
```

The calculation puts the energy at -2862.875079 Eh. Its molar mass is 687.4 g/mol. The HOMO energy comes out at -0.151 hartree. The energy relative to the best compared isomer or geometry (same formula, charge and spin) is 0.00 kcal/mol.

=====

[3]
This record from OMol25 describes a structure of composition C22H27F3N7O10P2Y. The level of theory is wB97M-V/def2-TZVPD.

```
! wB97M-V def2-TZVPD RIJCOSX def2/J DEFGRID3
* xyz 0 1
Y -0.301 0.436 0.458
O 1.675 -0.313 0.732
C 2.275 -1.147 1.515
C 3.442 -1.839 1.096
C 4.063 -2.773 1.886
C 3.594 -3.049 3.169
C 2.517 -2.340 3.646
C 1.852 -1.398 2.854
C 0.757 -0.649 3.421
N -0.314 -0.162 2.798
C -1.072 0.439 3.772
C -0.448 0.348 4.977
N 0.703 -0.350 4.744
H 3.834 -1.616 0.117
H 4.928 -3.300 1.512
H 4.079 -3.796 3.780
H 2.144 -2.546 4.642
H -2.014 0.892 3.542
H -0.720 0.702 5.949
H 1.422 -0.574 5.412
O 0.408 2.017 -1.519
P -1.179 2.149 -1.885
O -1.493 3.485 -2.386
O -1.892 1.573 -0.668
O -1.352 0.996 -3.016
P -1.428 -0.522 -2.399
O -1.036 -1.360 -3.700
O -2.813 -0.834 -1.946
O -0.328 -0.698 -1.395
H 0.862 2.795 -1.855
H -1.719 -1.251 -4.358
F 2.774 -6.359 -3.513
C 2.057 -5.286 -3.910
F 2.845 -4.599 -4.746
F 1.046 -5.776 -4.649
C 1.573 -4.478 -2.739
C 2.068 -3.210 -2.484
C 1.603 -2.545 -1.357
N 0.727 -3.067 -0.513
C 0.250 -4.270 -0.780
C 0.634 -5.029 -1.876
H 2.792 -2.754 -3.141
H 1.939 -1.546 -1.126
H -0.472 -4.661 -0.074
H 0.225 -6.011 -2.054
N -4.230 0.728 0.289
C -4.509 -0.695 0.529
C -3.445 -1.336 1.415
N -2.128 -1.280 0.766
H -4.943 1.148 -0.306
H -3.319 0.842 -0.227
H -4.098 1.342 1.173
H -4.498 -1.208 -0.436
H -5.495 -0.804 0.991
H -3.766 -2.376 1.582
H -3.396 -0.834 2.386
H -2.269 -1.445 -0.240
H -1.538 -2.041 1.107
C -3.907 5.142 2.656
N -2.689 4.439 2.326
C -1.528 5.114 2.166
C -0.392 4.484 1.806
C -0.453 3.065 1.569
O 0.540 2.393 1.197
N -1.630 2.423 1.746
C -2.741 3.068 2.074
O -3.845 2.496 2.178
H -3.665 6.044 3.215
H -4.542 4.490 3.255
H -4.444 5.426 1.749
H -1.565 6.180 2.350
H 0.536 5.009 1.666
*
```

The calculation puts the energy at -3011.517808 Eh. Its molar mass is 757.3 g/mol. The HOMO energy comes out at -0.276 hartree. The energy relative to the best compared isomer or geometry (same formula, charge and spin) is 21.39 kcal/mol.

=====

[4]
This record from OMol25 describes a structure of composition C22H27F3N7O2Sn. The level of theory is wB97M-V/def2-TZVPD.

```
! wB97M-V def2-TZVPD RIJCOSX def2/J DEFGRID3
* xyz 1 1
Sn -0.318 -0.027 -0.438
C -1.054 1.713 2.171
C -2.288 1.779 1.285
N -1.915 1.715 -0.137
C -1.506 2.981 -0.746
C -0.036 3.284 -0.536
C 0.450 4.579 -0.555
C 1.815 4.774 -0.406
C 2.644 3.679 -0.232
C 2.081 2.411 -0.216
C 2.951 1.178 -0.051
N 2.211 -0.013 0.353
C 2.128 -0.247 1.796
C 1.146 0.723 2.424
N -0.196 0.563 1.837
N 0.770 2.233 -0.370
H -1.365 1.675 3.218
H -0.459 2.620 2.045
H -2.842 2.696 1.507
H -2.939 0.931 1.485
H -2.664 1.269 -0.669
H -2.106 3.817 -0.375
H -1.689 2.910 -1.821
H -0.226 5.415 -0.678
H 2.228 5.774 -0.414
H 3.711 3.803 -0.100
H 3.755 1.414 0.656
H 3.431 0.981 -1.012
H 2.583 -0.835 -0.103
H 3.103 -0.148 2.285
H 1.771 -1.267 1.942
H 1.477 1.751 2.260
H 1.111 0.564 3.505
H -0.598 -0.314 2.224
C -4.967 -2.591 -1.350
N -3.928 -2.484 -0.331
C -3.810 -3.397 0.678
C -2.885 -3.283 1.645
C -1.979 -2.156 1.608
O -1.112 -1.960 2.477
N -2.107 -1.280 0.561
C -3.078 -1.395 -0.379
O -3.204 -0.557 -1.283
H -5.466 -3.550 -1.234
H -4.524 -2.526 -2.340
H -5.692 -1.786 -1.243
H -4.517 -4.216 0.646
H -2.806 -4.000 2.446
F 1.607 -7.208 -2.237
C 1.776 -6.923 -0.941
F 1.037 -7.786 -0.230
F 3.063 -7.152 -0.637
C 1.402 -5.495 -0.626
C 1.186 -5.118 0.690
C 0.875 -3.795 0.951
N 0.780 -2.866 -0.005
C 0.985 -3.249 -1.264
C 1.300 -4.548 -1.629
H 1.247 -5.837 1.495
H 0.669 -3.460 1.961
H 0.884 -2.479 -2.023
H 1.452 -4.811 -2.666
*
```

The calculation puts the energy at -1902.159327 Eh. Its molar mass is 597.2 g/mol. The HOMO energy comes out at -0.403 hartree. The energy relative to the best compared isomer or geometry (same formula, charge and spin) is 0.00 kcal/mol.

=====

[5]
This record from OMol25 describes a structure of composition C22H27FeN4OSe4. The level of theory is wB97M-V/def2-TZVPD.

```
! wB97M-V def2-TZVPD RIJCOSX def2/J DEFGRID3
* xyz 0 6
Fe 0.084 0.176 0.156
C -2.665 -0.443 0.575
N -1.584 -1.184 -0.052
C -1.217 -2.379 0.688
C 0.203 -2.753 0.379
C 0.738 -3.985 0.721
C 2.047 -4.274 0.360
C 2.755 -3.331 -0.374
C 2.145 -2.125 -0.654
N 0.912 -1.814 -0.243
C -1.780 -1.419 -1.480
C -0.846 -0.657 -2.397
C -1.070 -0.677 -3.763
C -0.217 0.017 -4.613
C 0.838 0.725 -4.053
C 1.010 0.674 -2.688
N 0.191 0.004 -1.873
C -2.589 1.025 0.258
C -3.573 1.899 0.687
C -3.480 3.244 0.351
C -2.427 3.647 -0.464
C -1.492 2.711 -0.846
N -1.524 1.428 -0.444
H -2.568 -0.548 1.658
H -3.654 -0.835 0.286
H -1.893 -3.224 0.482
H -1.275 -2.146 1.753
H 0.131 -4.710 1.242
H 2.495 -5.218 0.626
H 3.752 -3.525 -0.729
H 2.649 -1.380 -1.255
H -2.808 -1.155 -1.764
H -1.648 -2.487 -1.698
H -1.895 -1.252 -4.154
H -0.370 -0.011 -5.678
H 1.531 1.277 -4.667
H 1.852 1.175 -2.219
H -4.405 1.526 1.265
H -4.217 3.950 0.695
H -2.337 4.664 -0.810
H -0.682 2.971 -1.519
Se 2.528 0.407 0.927
Se 4.564 0.678 0.059
Se 2.506 4.113 0.296
Se 1.206 2.276 0.361
C 0.446 1.509 3.822
C 0.082 0.072 3.404
C 1.193 -0.902 3.854
C -1.231 -0.331 4.113
O -0.095 -0.023 2.042
H 0.512 1.593 4.904
H -0.317 2.200 3.460
H 1.409 1.806 3.401
H 1.236 -0.956 4.938
H 2.167 -0.573 3.490
H 0.994 -1.896 3.452
H -1.103 -0.263 5.191
H -1.502 -1.357 3.860
H -2.040 0.335 3.813
*
```

The calculation puts the energy at -12018.215720 Eh. Its molar mass is 735.2 g/mol. The HOMO energy (alpha / beta) comes out at -0.228 / -0.219 hartree. The energy relative to the best compared isomer or geometry (same formula, charge and spin) is 26.69 kcal/mol. The expectation value of S² is 8.788.

=====

[6]
This record from OMol25 describes a structure of composition C22H27N11O5PdS2. The level of theory is wB97M-V/def2-TZVPD.

```
! wB97M-V def2-TZVPD RIJCOSX def2/J DEFGRID3
* xyz 2 5
Pd -0.421 2.791 0.221
N -1.524 4.189 -3.734
C -1.400 4.106 -2.414
S 0.074 4.463 -1.629
N -2.556 3.812 -1.745
N -2.315 3.705 -0.444
C -3.148 4.090 0.447
C -2.660 4.116 1.826
C -3.481 4.510 2.863
C -2.927 4.662 4.129
C -1.579 4.432 4.295
C -0.824 4.027 3.196
N -1.345 3.868 1.992
H -0.747 4.495 -4.296
H -2.437 4.112 -4.157
H -4.124 4.497 0.191
H -4.531 4.697 2.684
H -3.544 4.969 4.962
H -1.101 4.561 5.256
H 0.235 3.831 3.299
N 1.127 1.586 1.500
C 0.376 0.402 2.013
C 0.952 -0.197 3.291
C 1.980 -1.320 3.054
C 1.346 -2.703 3.200
N 0.203 -2.896 2.286
C 0.267 -3.379 1.052
N 1.445 -3.690 0.500
N -0.845 -3.485 0.315
C -1.074 0.874 2.162
O -1.579 1.007 3.265
O -1.617 1.141 1.021
H 1.967 1.323 0.998
H 1.417 2.163 2.282
H 0.375 -0.330 1.202
H 0.113 -0.561 3.888
H 1.392 0.598 3.896
H 2.809 -1.259 3.758
H 2.415 -1.231 2.052
H 0.960 -2.841 4.208
H 2.073 -3.500 3.044
H -0.706 -2.620 2.625
H 2.270 -3.748 1.070
H 1.466 -4.182 -0.381
H -1.749 -3.375 0.744
H -0.822 -3.965 -0.574
O -1.039 -5.658 -4.346
S 0.166 -5.816 -3.551
O -0.208 -5.832 -2.139
O 0.887 -7.026 -3.877
C 1.189 -4.399 -3.839
N 2.143 -4.544 -4.734
C 2.834 -3.433 -5.003
C 2.545 -2.223 -4.391
C 1.524 -2.217 -3.453
N 0.841 -3.320 -3.167
C 1.087 -0.997 -2.730
C -0.209 -0.934 -2.237
C -0.627 0.204 -1.584
N 0.163 1.261 -1.405
C 1.415 1.208 -1.871
C 1.917 0.103 -2.534
H 3.631 -3.522 -5.731
H 3.079 -1.325 -4.666
H -0.884 -1.765 -2.380
H -1.627 0.283 -1.177
H 2.026 2.090 -1.722
H 2.943 0.114 -2.878
*
```

The calculation puts the energy at -2756.740525 Eh. Its molar mass is 696.1 g/mol. The HOMO energy (alpha / beta) comes out at -0.494 / -0.516 hartree. The energy relative to the best compared isomer or geometry (same formula, charge and spin) is 8.91 kcal/mol. The expectation value of S² is 6.052.

=====

[7]
This record from OMol25 describes the molecule C22H27N3O5. The level of theory is wB97M-V/def2-TZVPD.

```
! wB97M-V def2-TZVPD RIJCOSX def2/J DEFGRID3
* xyz 0 1
C 0.618 -0.970 -3.844
H 0.620 0.120 -3.885
H 1.642 -1.339 -3.768
H 0.134 -1.379 -4.730
O -0.125 -1.382 -2.704
C 0.551 -2.038 -1.735
O 1.734 -2.277 -1.755
N -0.311 -2.434 -0.772
H -1.253 -2.075 -0.828
C 0.112 -2.983 0.488
H 1.147 -3.303 0.370
H -0.504 -3.859 0.717
C -0.031 -1.988 1.667
N 0.775 -0.795 1.482
C 2.189 -1.061 1.252
C 2.975 0.256 1.400
N 2.156 1.400 1.089
C 1.998 1.833 -0.219
C 1.317 3.024 -0.479
C 1.183 3.526 -1.761
C 1.758 2.861 -2.835
C 2.464 1.687 -2.586
C 2.572 1.175 -1.312
H 3.100 0.244 -1.186
H 2.923 1.178 -3.420
O 1.690 3.261 -4.147
C 1.026 4.463 -4.437
H 1.494 5.316 -3.934
H 1.108 4.594 -5.516
H -0.033 4.417 -4.160
H 0.639 4.447 -1.900
H 0.892 3.591 0.336
C 1.068 1.539 2.037
C 0.637 0.160 2.568
H -0.403 0.207 2.891
H 1.244 -0.135 3.442
H 1.378 2.178 2.876
H 0.216 2.004 1.542
H 3.310 0.380 2.436
H 3.862 0.249 0.769
H 2.309 -1.453 0.243
H 2.583 -1.804 1.970
C -1.496 -1.630 1.774
C -2.021 -0.608 0.994
C -3.376 -0.286 1.017
C -4.182 -1.031 1.842
C -3.662 -2.061 2.628
C -2.327 -2.379 2.612
H -1.940 -3.175 3.227
O -4.673 -2.633 3.354
C -5.847 -1.933 3.001
O -5.531 -0.933 2.057
H -6.577 -2.633 2.567
H -6.282 -1.467 3.900
H -3.778 0.510 0.413
H -1.349 -0.036 0.372
H 0.276 -2.541 2.579
*
```

The calculation puts the energy at -1394.979902 Eh. Its molar mass is 413.5 g/mol. As for the structure (SMILES): COC(=O)NC[C@H](c1ccc2c(c1)OCO2)N1CCN(c2ccc(OC)cc2)CC1. The HOMO energy comes out at -0.261 hartree. The energy relative to the best compared isomer or geometry (same formula, charge and spin) is 98.33 kcal/mol.